Entry from OMol25: the molecule C3H7NOS2 in a non-equilibrium geometry (ωB97M-V/def2-TZVPD).

Values from the calculation:
* E: -28429.6775 eV
* energy relative to the best compared isomer or geometry (same formula, charge and spin): 82.2 kcal/mol
* max |F|: 0.0585 Eh/bohr

Structure (ORCA input):
```
! RIJCOSX wB97M-V def2-TZVPD def2/J DEFGRID3
* xyz 0 1
C -0.11399 0.27655 -0.77734
C 2.73547 -0.19612 -1.08180
C -2.44898 0.77741 0.37407
N -1.93132 -1.72169 0.03296
O 0.21659 1.36203 -1.09152
S 1.26207 -1.08740 -0.36579
S -1.90902 -0.42687 -0.85076
H 2.86636 0.05671 -2.18303
H 3.57847 -0.72457 -0.61396
H 2.70802 0.78692 -0.52660
H -3.61562 1.02865 0.27555
H -1.76532 1.62136 0.42479
H -2.44786 0.05692 1.20691
H -2.02047 -2.64733 -0.56435
*
```


Entry from OMol25: a structure of composition C30H47Cl2N4O8SiYb in a non-equilibrium geometry (ωB97M-V/def2-TZVPD).

Values from the calculation:
* E: -118670.8054 eV
* max |F|: 0.0726 Eh/bohr

Structure (ORCA input):
```
! RIJCOSX wB97M-V def2-TZVPD def2/J DEFGRID3
* xyz 0 2
C -1.57058 -0.58422 -4.12883
C -1.14198 -1.91083 -3.57701
H -1.16545 -0.39312 -5.12861
H -1.23056 0.22009 -3.45841
H -2.67071 -0.51669 -4.19990
C -0.64447 -2.92035 -4.30717
C -0.45222 -2.90272 -5.79063
H -0.37889 -3.86226 -3.82004
H -0.66240 -1.92414 -6.23654
H -1.10926 -3.63879 -6.27548
H 0.57580 -3.18714 -6.05265
Yb 0.03757 0.37232 0.19524
Cl -0.22686 2.29695 -1.63171
C 0.13740 -2.65133 1.49752
O 1.12899 -2.03304 1.10916
N 0.12788 -3.58960 2.46171
C 1.39336 -3.91580 3.09605
C -1.04269 -4.38160 2.82283
H -0.86246 -2.49770 1.03720
H 2.08984 -3.09120 2.90425
H 1.81429 -4.84931 2.68880
H 1.23566 -4.04910 4.17246
H -1.94897 -3.90802 2.42801
H -1.10821 -4.45197 3.91685
H -0.97226 -5.40224 2.41446
H 0.46706 3.39980 5.04818
H -1.41328 4.46856 4.18510
C 0.99504 3.37990 4.08869
C -1.01291 4.50634 3.16275
N 0.01458 3.47658 3.02295
H 1.56433 2.45388 3.97867
C 0.23539 2.81641 1.87986
O 1.10886 1.94388 1.70532
H -1.81536 4.31740 2.44239
H -0.45274 3.08899 1.06518
H 1.68948 4.23367 4.05764
H -0.59916 5.50941 2.98184
H 1.26534 -0.33424 -3.89208
H 2.18273 -2.76333 -3.46873
C 2.02298 0.06139 -3.19925
C 2.99103 -2.19948 -2.97999
N 2.46215 -1.01508 -2.32542
H 1.58043 0.88881 -2.62331
C 2.63948 -0.84111 -0.99710
O 2.29605 0.16353 -0.36476
H 3.46185 -2.82634 -2.21368
H 3.12723 -1.71482 -0.52108
H 2.87041 0.42202 -3.80732
H 3.73465 -1.91794 -3.73899
O -0.61244 -1.14570 -1.39242
C -1.37094 -2.03714 -2.06595
C 0.01664 -4.04310 -1.29629
C -1.23861 -3.45595 -1.47462
H 0.91951 -3.47962 -1.57263
C 0.10523 -5.34740 -0.78132
H -2.44635 -1.77685 -1.96357
C -2.39770 -4.16351 -1.16839
H 1.09063 -5.80139 -0.62407
C -1.06034 -6.05669 -0.45952
C -2.30768 -5.46173 -0.67180
H -3.36932 -3.69929 -1.35160
H -0.99498 -7.07381 -0.05235
H -3.21779 -6.00774 -0.43657
Si -0.43930 6.15754 -3.12019
Cl -0.68868 4.81597 -4.70145
C 1.40320 6.12335 -2.77307
C -1.61199 5.46100 -1.84044
C -0.94004 7.94559 -3.47772
H 1.73081 5.07797 -2.68991
H 1.64495 6.64682 -1.83819
H 1.95300 6.60381 -3.59678
H -0.30156 8.41109 -4.24281
H -0.85128 8.55896 -2.56403
H -1.98466 8.01774 -3.81421
H -1.36929 4.39472 -1.67796
H -2.64260 5.52216 -2.21467
H -1.53436 5.98751 -0.88090
O -0.79578 -0.61240 2.48382
C -1.78410 0.18749 2.44158
O -1.99536 0.98274 1.46589
C -2.72675 0.21462 3.64190
C -3.82959 1.08993 3.66727
C -4.63343 1.20196 4.79836
C -4.33507 0.42933 5.94043
C -3.27784 -0.50064 5.91492
C -2.47498 -0.58639 4.78231
N -4.98882 0.73900 7.16884
O -5.85246 1.64717 7.16496
O -4.67052 0.12158 8.20938
H -4.04209 1.70550 2.79452
H -5.47143 1.89562 4.83882
H -3.09204 -1.09542 6.80503
H -1.62417 -1.26773 4.78240
*
```


Entry from OMol25: a structure of composition C28H26BrN4O4Ru (ωB97M-V/def2-TZVPD).

Values from the calculation:
* E: -116204.8472 eV
* energy relative to the best compared isomer or geometry (same formula, charge and spin): 0.6 kcal/mol
* max |F|: 0.0106 Eh/bohr

Structure (ORCA input):
```
! RIJCOSX wB97M-V def2-TZVPD def2/J DEFGRID3
* xyz 3 5
Ru 0.21930 0.73786 -0.39232
O 1.14013 -1.66376 -3.73193
C 0.01311 -2.27283 -3.90043
C 0.03907 -3.45056 -4.72155
C -1.10923 -4.14979 -4.91894
C -2.30063 -3.69793 -4.31354
C -2.33487 -2.52692 -3.51280
C -1.21416 -1.79338 -3.28426
C -1.23799 -0.46796 -2.53890
O 0.06860 -0.10395 -2.13828
N -2.10904 -0.54484 -1.34941
N -1.75532 0.44507 -0.44263
C -2.64352 1.02873 0.32639
C -2.29383 1.98885 1.29850
Br -0.41339 2.33834 1.48373
C -3.10039 2.67334 2.17082
C -4.52428 2.78725 2.18499
C -5.33657 2.67943 1.03736
C -6.70219 2.79783 1.15315
C -7.27867 3.01777 2.40617
C -6.49050 3.16156 3.54147
C -5.11836 3.07373 3.42963
H 0.99629 -0.90863 -3.07729
H 0.98745 -3.74323 -5.15234
H -1.11706 -5.04152 -5.53038
H -3.21792 -4.25141 -4.46825
H -3.29269 -2.22706 -3.10621
H -1.60687 0.29276 -3.23699
H -3.10587 -0.55943 -1.53698
H -3.68761 0.73484 0.26099
H -2.59090 3.19137 2.97923
H -4.88987 2.61079 0.05390
H -7.32809 2.75849 0.27237
H -8.35367 3.11301 2.48800
H -6.94635 3.36336 4.50076
H -4.49370 3.20374 4.30501
O 7.09897 1.02385 0.01302
C 6.42823 1.92173 -0.83615
C 4.95455 1.63258 -0.74580
C 4.03607 2.33492 -1.52190
C 2.69794 2.05290 -1.39907
N 2.24149 1.11049 -0.55209
C 3.11729 0.41881 0.20010
C 4.47326 0.66256 0.12192
C 2.50569 -0.59086 1.09952
C 3.24504 -1.38486 1.94874
C 2.59509 -2.30457 2.76717
C 3.37894 -3.18630 3.69866
O 4.72554 -2.78352 3.64631
C 1.20757 -2.38764 2.69485
C 0.52936 -1.56432 1.82665
N 1.16043 -0.67920 1.04021
H 8.05062 1.17055 -0.03911
H 6.73617 1.82178 -1.88188
H 6.58551 2.96652 -0.54698
H 4.35756 3.10004 -2.21679
H 1.95780 2.58125 -1.98808
H 5.17755 0.11042 0.72427
H 4.31954 -1.30742 2.00477
H 3.24420 -4.22384 3.37225
H 2.95218 -3.09983 4.70290
H 5.24819 -3.30550 4.26635
H 0.65485 -3.08341 3.31312
H -0.55002 -1.60206 1.74799
*
```